*A*
Computed, not measured: a 2-piece molecular cluster, C2H3ClN2O overall, with the ωB97M-V functional and the def2-TZVPD basis.

Output
- HOMO (spin up / spin down) (eV) = -8.84 / -8.48
- net charge = 0
- multiplicity = 1
- molecular weight (g mol⁻¹) = 106.5
- LUMO (spin up / spin down) (eV) = -1.09 / -0.70
- gap between HOMO and LUMO (spin up / spin down) (Eh) = 0.2848 / 0.2860

Each line ends with the natural charge from an NBO analysis.
Element x y z (Å)
C (-0.4263, 0.9840, 0.0375)  0.2160
C (0.2034, -0.9549, -0.7221)  -0.3124
N (-1.2333, 0.8457, 0.9542)  -0.6454
N (1.1814, -1.4890, -0.0265)  0.0896
O (1.6233, -1.1857, 1.0938)  -0.2714
Cl (0.5220, 2.2363, -0.5680)  0.0443
H (0.3541, -1.0580, -1.8462)  0.2383
H (-0.7759, -1.1853, -0.2604)  0.2819
H (-1.4487, 1.8068, 1.3377)  0.3591

---

*B*
Computed, not measured: a 2-piece molecular cluster, C2H3ClN2O overall, with the ωB97M-V functional and the def2-TZVPD basis.

Output
- HOMO (eV) = -10.15
- net charge = 0
- multiplicity = 1
- molecular weight (g mol⁻¹) = 106.5
- LUMO (eV) = 0.72
- gap between HOMO and LUMO (Eh) = 0.3993

Each line ends with the natural charge from an NBO analysis.
Element x y z (Å)
C (1.0295, -0.5763, 0.3918)  0.1537
C (-1.1692, 1.2484, -0.2771)  -0.0908
N (0.6890, -1.3193, -0.5484)  -0.5960
N (-1.7297, 0.3729, 0.2733)  0.2223
O (-2.1633, -0.6540, 0.6007)  -0.3705
Cl (2.4920, 0.5692, 0.3045)  -0.1393
H (-0.8359, 2.1112, -0.7172)  0.2480
H (0.3494, -0.3184, 1.2584)  0.2078
H (1.3381, -1.4337, -1.2859)  0.3648

---

Most stable structure: *B*

---

*A*
Computed, not measured: one molecule with the formula C2H2OS2, with the ωB97M-V functional and the def2-TZVPD basis.

Output
- HOMO (eV) = -9.65
- net charge = 0
- multiplicity = 1
- molecular weight (g mol⁻¹) = 106.2
- LUMO (eV) = -1.79
- gap between HOMO and LUMO (Eh) = 0.2890

Each line ends with the natural charge from an NBO analysis.
Element x y z (Å)
C (-0.6681, 0.6003, -0.0255)  0.3280
C (0.7735, 0.6850, -0.0677)  -0.3933
H (-0.3678, -1.6285, 0.2630)  0.1373
H (1.0502, 1.7518, -0.0258)  0.2249
O (-1.2291, 1.6662, 0.0482)  -0.4877
S (-1.4832, -0.9973, -0.0168)  0.0229
S (2.0155, -0.3255, 0.0128)  0.1678

---

*B*
Computed, not measured: C2H2OS2 as an isolated structure, with the ωB97M-V functional and the def2-TZVPD basis.

Output
- HOMO (eV) = -8.38
- net charge = 0
- multiplicity = 1
- molecular weight (g mol⁻¹) = 106.2
- LUMO (eV) = -0.13
- gap between HOMO and LUMO (Eh) = 0.3031

Each line ends with the natural charge from an NBO analysis.
Element x y z (Å)
C (-0.3156, 0.4023, 1.2218)  -0.4889
C (0.4450, 0.4390, 0.1203)  0.1422
O (0.3706, -0.2495, -1.0256)  -0.6559
S (0.4704, 1.6177, 2.2393)  0.1654
S (1.6552, 1.6774, 0.5278)  0.1090
H (-1.1752, -0.1699, 1.4956)  0.2366
H (1.0742, 0.0114, -1.6306)  0.4916

---

Most stable structure: *A*

---

*A*
Computed, not measured: one molecule with the formula C2H2OS2, with the ωB97M-V functional and the def2-TZVPD basis.

Output
- HOMO (eV) = -9.18
- net charge = 0
- multiplicity = 1
- molecular weight (g mol⁻¹) = 106.2
- LUMO (eV) = -1.05
- gap between HOMO and LUMO (Eh) = 0.2986

Each line ends with the natural charge from an NBO analysis.
Element x y z (Å)
C (0.5316, 0.8254, 0.2229)  0.3570
C (-0.1007, -0.2312, -0.5358)  -0.3945
O (1.6048, 1.3893, 0.0132)  -0.4878
S (-0.0999, -1.9062, 0.7165)  0.0239
S (-1.7322, -0.6984, 0.0516)  0.1405
H (-0.2274, 1.0759, 1.0503)  0.1241
H (0.0237, -0.4549, -1.5187)  0.2367

---

*B*
Computed, not measured: a 2-piece molecular cluster, C2H2OS2 overall, with the ωB97M-V functional and the def2-TZVPD basis.

Output
- HOMO (spin up / spin down) (eV) = -9.00 / -9.00
- net charge = 0
- multiplicity = 1
- molecular weight (g mol⁻¹) = 106.2
- LUMO (spin up / spin down) (eV) = -2.56 / -2.55
- gap between HOMO and LUMO (spin up / spin down) (Eh) = 0.2364 / 0.2370

Each line ends with the natural charge from an NBO analysis.
Element x y z (Å)
C (0.5515, 0.6806, 1.0053)  -0.3174
C (-0.3516, -0.0598, 1.3113)  -0.1588
O (0.1074, -0.8380, -1.6492)  -0.6948
S (1.1650, 0.2539, -1.3671)  0.5230
S (-1.5704, -0.6583, -1.5784)  0.1299
H (1.3283, 1.3693, 1.1563)  0.2483
H (-1.2303, -0.7477, 1.1218)  0.2698

---

Most stable structure: *A*

---

*A*
Computed, not measured: one molecule with the formula C5H13N2O, with the ωB97M-V functional and the def2-TZVPD basis.

Output
- HOMO (spin up / spin down) (eV) = -8.99 / -8.98
- ⟨S²⟩ = 0.755
- net charge = 0
- multiplicity = 2
- molecular weight (g mol⁻¹) = 117.2
- LUMO (spin up / spin down) (eV) = 0.98 / -1.57
- gap between HOMO and LUMO (spin up / spin down) (Eh) = 0.3663 / 0.2725

Each line ends with the natural charge from an NBO analysis.
Element x y z (Å)
C (0.4287, -0.9826, -0.0097)  -0.2325
N (-0.6052, -1.9942, 0.2706)  -0.6554
C (-0.2670, -3.3649, -0.0801)  0.0077
O (1.0082, -3.7392, -0.1332)  -0.2942
C (-0.1545, 0.2000, -0.8170)  -0.4121
C (-0.7073, 1.3128, 0.0679)  -0.4049
C (0.3914, 2.2116, 0.6368)  -0.2134
N (0.8075, 3.2711, -0.2618)  -0.8508
H (0.8605, -0.6407, 0.9385)  0.1831
H (1.2365, -1.4610, -0.5661)  0.2075
H (-0.7915, -2.0054, 1.2616)  0.3571
H (-0.7715, -3.6409, -1.0302)  0.2120
H (-0.8185, -3.9745, 0.6303)  0.2110
H (0.5908, 0.5508, -1.5209)  0.2049
H (-0.9640, -0.2713, -1.3817)  0.2133
H (-1.3775, 1.9382, -0.5426)  0.1987
H (-1.2691, 0.8842, 0.8950)  0.2056
H (0.0569, 2.6053, 1.6027)  0.1736
H (1.2535, 1.5945, 0.9324)  0.1688
H (0.8663, 4.1685, 0.1891)  0.3640
H (0.2259, 3.3377, -1.0816)  0.3560

---

*B*
Computed, not measured: one molecule with the formula C5H13N2O, with the ωB97M-V functional and the def2-TZVPD basis.

Output
- HOMO (spin up / spin down) (eV) = -2.91 / -10.21
- ⟨S²⟩ = 0.751
- net charge = 0
- multiplicity = 2
- molecular weight (g mol⁻¹) = 117.2
- LUMO (spin up / spin down) (eV) = 0.77 / 0.58
- gap between HOMO and LUMO (spin up / spin down) (Eh) = 0.1354 / 0.3964

Each line ends with the natural charge from an NBO analysis.
Element x y z (Å)
C (-0.2288, -1.9954, -1.3254)  -0.6505
C (0.5786, -1.3942, -0.1600)  -0.1348
C (1.1203, 0.0507, -0.3613)  -0.4270
C (0.8334, 1.1978, 0.5748)  -0.5526
C (-0.5507, 1.7575, 0.3044)  0.6400
N (-0.7956, 3.0915, 0.3067)  -0.8229
O (-1.5840, 1.0085, 0.3839)  -0.7028
N (-0.5335, -1.3142, 0.9683)  -1.0203
H (-1.2142, -2.2971, -1.0944)  0.2223
H (0.1909, -3.0407, -1.7007)  0.2169
H (-0.1116, -1.4411, -2.3260)  0.2261
H (1.4127, -2.0652, 0.2029)  0.2272
H (2.1163, -0.0745, -0.3615)  0.2150
H (0.7172, 0.4657, -1.2899)  0.2053
H (0.9701, 0.9526, 1.6439)  0.2242
H (1.6010, 2.0061, 0.3402)  0.2204
H (-1.8641, 3.3081, 0.3240)  0.4168
H (-0.1781, 3.8707, -0.1374)  0.4130
H (0.0203, -1.2571, 1.8460)  0.2574
H (-1.3917, -0.6495, 0.7469)  0.4639
H (-1.1085, -2.1803, 1.1146)  0.3624

---

*C*
Computed, not measured: C5H13N2O as an isolated structure, with the ωB97M-V functional and the def2-TZVPD basis.

Output
- HOMO (spin up / spin down) (eV) = -8.64 / -8.64
- ⟨S²⟩ = 0.754
- net charge = 0
- multiplicity = 2
- molecular weight (g mol⁻¹) = 117.2
- LUMO (spin up / spin down) (eV) = 0.78 / -1.61
- gap between HOMO and LUMO (spin up / spin down) (Eh) = 0.3463 / 0.2584

Each line ends with the natural charge from an NBO analysis.
Element x y z (Å)
C (-1.4048, 0.0288, 0.3324)  -0.2689
N (-1.4247, -0.2182, -1.1312)  -0.5034
C (-1.3524, 0.9874, -1.8291)  0.2632
N (-1.2075, 2.1768, -1.4627)  -0.8593
C (-0.0117, 0.3076, 0.8653)  -0.4286
C (0.9364, -0.8765, 0.6722)  -0.4387
C (0.9845, -1.9620, 1.7754)  -0.1440
O (1.3334, -1.5419, 3.0006)  -0.2693
H (-1.9912, 0.9424, 0.5101)  0.2103
H (-1.9581, -0.7008, 0.9213)  0.2071
H (-0.3572, 0.1719, -1.3960)  0.3942
H (2.4503, 1.3414, -1.9290)  -0.0070
H (-1.6707, 0.7541, -2.8645)  0.1376
H (3.0499, 1.4042, -1.4930)  0.0069
H (-1.9907, 2.8037, -1.5049)  0.4055
H (-0.0197, 0.5458, 1.9275)  0.2307
H (0.3558, 1.1114, 0.2265)  0.2259
H (0.6074, -1.3401, -0.2652)  0.2016
H (1.9987, -0.7019, 0.4926)  0.2115
H (1.6556, -2.7392, 1.3691)  0.2011
H (0.0168, -2.4951, 1.7826)  0.2238

---

Most stable structure: *A*